Molecular formula: C74H184Cu2N12O2
Method: DFT, ωB97M-V with the def2-TZVPD basis set

```
274
Properties=species:S:1:pos:R:3:mulliken_charge:R:1
Cu -10.723 -10.412 -14.638 1.59
Cu -6.203 -11.875 -13.795 1.52
O -8.372 -10.610 -14.145 -0.17
C -7.823 -9.776 -15.179 1.22
C -6.828 -10.369 -16.285 0.99
O -5.613 -11.043 -15.893 -0.59
H -7.509 -8.788 -14.840 -0.60
H -8.776 -9.573 -15.668 -1.07
H -6.560 -9.587 -16.995 -0.73
H -7.467 -11.033 -16.868 -1.21
C -12.819 -13.206 -11.689 -1.16
C -12.457 -14.547 -12.326 0.20
N -13.589 -15.249 -12.908 0.05
C -14.776 -15.325 -12.039 -0.89
C -14.646 -16.031 -10.678 -1.17
C -13.039 -16.628 -13.232 -0.42
C -14.071 -17.583 -13.891 -1.46
H -13.484 -13.263 -10.827 0.46
H -13.324 -12.494 -12.342 0.19
H -11.906 -12.738 -11.322 0.20
H -11.745 -14.407 -13.140 -0.36
H -11.965 -15.231 -11.635 0.59
H -15.506 -15.900 -12.608 0.60
H -15.175 -14.312 -11.974 0.48
H -14.321 -17.063 -10.806 0.27
H -15.628 -16.064 -10.205 0.44
H -13.952 -15.532 -10.003 0.27
H -12.144 -16.627 -13.855 0.38
H -12.640 -17.037 -12.303 0.43
H -13.493 -18.401 -14.320 0.44
H -14.837 -17.810 -13.150 0.26
H -14.570 -17.052 -14.702 0.33
C -9.698 -13.000 -20.474 -0.97
C -8.834 -14.229 -20.206 -0.83
N -8.326 -14.257 -18.781 1.60
C -7.948 -15.581 -18.283 0.04
C -9.223 -16.404 -18.004 -1.48
C -7.310 -13.210 -18.433 0.48
C -5.956 -13.428 -19.224 -1.29
H -10.579 -12.980 -19.832 0.24
H -10.097 -13.084 -21.485 0.53
H -9.156 -12.055 -20.446 -0.08
H -9.376 -15.139 -20.465 0.58
H -7.974 -14.271 -20.874 0.35
H -7.272 -16.154 -18.917 0.23
H -7.350 -15.516 -17.375 -0.19
H -10.006 -15.905 -17.433 0.06
H -9.775 -16.711 -18.893 0.42
H -8.957 -17.257 -17.380 0.47
H -6.956 -13.218 -17.402 -0.12
H -7.715 -12.224 -18.660 -0.52
H -5.225 -12.653 -18.995 0.07
H -6.039 -13.331 -20.306 0.02
H -5.546 -14.408 -18.980 0.53
C -10.358 -13.576 -15.564 -1.05
C -10.693 -12.538 -16.624 0.16
N -11.837 -11.676 -16.305 1.67
C -12.031 -10.760 -17.459 -1.84
C -10.916 -9.849 -17.713 0.77
C -13.046 -12.489 -15.985 -0.56
C -14.067 -11.560 -15.246 -1.13
H -9.319 -13.904 -15.590 -0.20
H -11.012 -14.448 -15.597 0.68
H -10.491 -13.175 -14.560 -0.26
H -9.768 -11.964 -16.688 -0.69
H -10.855 -13.034 -17.582 0.37
H -12.220 -11.374 -18.340 0.34
H -12.928 -10.193 -17.208 0.51
H -11.217 -9.098 -18.443 0.69
H -10.691 -9.329 -16.782 -0.80
H -10.012 -10.359 -18.046 -0.39
H -12.796 -13.336 -15.345 0.12
H -13.589 -12.892 -16.840 0.25
H -13.598 -10.980 -14.450 -0.21
H -14.911 -12.177 -14.939 0.59
H -14.538 -10.844 -15.920 0.50
C -4.102 -6.551 -15.765 -0.36
C -3.382 -6.549 -17.158 -0.78
N -2.384 -7.573 -17.369 0.26
C -2.984 -8.876 -17.424 0.45
C -3.882 -9.037 -18.658 -0.99
C -1.267 -7.460 -16.415 0.10
C -0.441 -6.191 -16.672 -1.44
H -4.683 -5.652 -15.557 0.52
H -3.384 -6.599 -14.946 0.40
H -4.760 -7.407 -15.616 -0.04
H -4.058 -6.621 -18.010 -0.36
H -2.972 -5.559 -17.362 0.36
H -2.131 -9.551 -17.485 0.66
H -3.611 -9.172 -16.583 -0.53
H -3.313 -8.634 -19.496 0.53
H -4.095 -10.086 -18.868 0.18
H -4.832 -8.519 -18.534 -0.41
H -0.585 -8.289 -16.600 0.52
H -1.610 -7.512 -15.382 -0.16
H -1.069 -5.313 -16.523 0.30
H -0.088 -6.240 -17.702 0.32
H 0.456 -6.078 -16.063 0.42
C -7.005 -10.506 -21.451 0.09
C -6.893 -11.548 -22.556 -1.61
N -6.962 -10.967 -23.849 0.50
C -5.853 -10.146 -24.303 0.13
C -4.522 -10.927 -24.261 -1.48
C -8.246 -10.396 -24.111 -0.18
C -8.630 -10.553 -25.630 -1.44
H -6.836 -11.038 -20.515 -0.41
H -7.995 -10.055 -21.373 0.34
H -6.278 -9.694 -21.461 0.55
H -6.015 -12.171 -22.383 0.38
H -7.727 -12.240 -22.441 0.22
H -5.793 -9.205 -23.756 -0.12
H -5.983 -9.806 -25.330 0.52
H -4.195 -11.072 -23.231 0.27
H -3.734 -10.332 -24.723 0.45
H -4.539 -11.889 -24.772 0.31
H -9.027 -10.811 -23.474 0.39
H -8.329 -9.335 -23.873 0.01
H -8.569 -11.592 -25.953 0.33
H -9.676 -10.291 -25.791 0.46
H -8.065 -9.922 -26.315 0.33
C -3.610 -8.381 -12.068 -1.88
C -4.752 -9.254 -12.650 0.15
N -4.765 -10.639 -12.175 1.22
C -3.439 -11.302 -12.254 -1.44
C -3.019 -11.540 -13.738 0.84
C -5.214 -10.736 -10.771 -0.84
C -6.645 -10.187 -10.588 -1.10
H -2.625 -8.504 -12.519 0.37
H -3.473 -8.354 -10.987 0.35
H -3.840 -7.328 -12.230 0.28
H -5.719 -8.795 -12.443 0.16
H -4.697 -9.245 -13.738 -0.43
H -2.662 -10.710 -11.768 0.48
H -3.400 -12.289 -11.794 0.43
H -3.718 -12.224 -14.220 -0.38
H -2.996 -10.548 -14.189 -0.21
H -2.030 -11.996 -13.785 -0.04
H -4.514 -10.277 -10.074 0.51
H -5.290 -11.764 -10.415 0.30
H -7.355 -10.407 -11.386 -0.12
H -6.562 -9.129 -10.340 0.32
H -7.004 -10.598 -9.645 0.52
C -10.648 -9.904 -11.428 -0.17
C -12.001 -9.353 -11.910 -1.14
N -11.967 -8.737 -13.256 1.07
C -10.934 -7.724 -13.453 0.25
C -11.067 -6.459 -12.549 -1.60
C -13.336 -8.229 -13.495 -0.96
C -13.587 -7.818 -14.959 -0.90
H -9.931 -9.099 -11.268 -0.62
H -10.214 -10.707 -12.023 -0.20
H -10.881 -10.372 -10.471 0.79
H -12.756 -10.139 -11.914 0.58
H -12.321 -8.668 -11.125 0.50
H -9.956 -8.192 -13.336 -0.49
H -10.958 -7.403 -14.494 -0.20
H -11.376 -6.747 -11.544 0.31
H -10.142 -5.883 -12.519 0.24
H -11.821 -5.705 -12.778 0.34
H -13.588 -7.427 -12.801 0.61
H -13.981 -9.051 -13.188 0.52
H -13.320 -8.648 -15.612 0.05
H -12.965 -6.975 -15.257 -0.11
H -14.604 -7.453 -15.102 0.57
C -5.490 -4.654 -19.878 -0.66
C -6.996 -4.522 -20.237 -0.79
N -7.677 -5.822 -20.040 0.57
C -7.110 -6.904 -20.861 1.28
C -7.081 -6.556 -22.321 -1.77
C -7.814 -6.170 -18.648 -0.41
C -9.058 -7.100 -18.408 0.82
H -4.964 -3.700 -19.927 0.49
H -4.939 -5.313 -20.550 0.20
H -5.433 -5.053 -18.866 0.05
H -7.594 -3.754 -19.747 0.38
H -7.095 -4.288 -21.297 0.45
H -6.135 -7.275 -20.545 -0.16
H -7.737 -7.786 -20.734 -0.36
H -6.255 -5.954 -22.700 0.34
H -6.996 -7.529 -22.804 0.14
H -8.037 -6.093 -22.565 0.44
H -7.996 -5.279 -18.047 0.67
H -6.866 -6.562 -18.279 -0.55
H -9.111 -7.964 -19.072 -0.22
H -9.950 -6.504 -18.599 -1.13
H -9.106 -7.419 -17.367 0.10
C -11.629 -5.302 -16.913 0.58
C -12.895 -4.635 -17.426 -1.51
N -12.802 -4.418 -18.902 0.19
C -11.689 -3.625 -19.391 -0.38
C -11.445 -2.316 -18.663 -1.58
C -12.966 -5.563 -19.793 0.44
C -14.349 -6.015 -19.741 -1.54
H -11.604 -6.371 -17.125 -0.17
H -11.668 -5.353 -15.825 0.03
H -10.735 -4.713 -17.119 0.38
H -13.793 -5.170 -17.115 0.30
H -13.029 -3.659 -16.960 0.38
H -12.027 -3.296 -20.373 0.54
H -10.769 -4.206 -19.462 0.22
H -12.238 -1.584 -18.817 0.35
H -10.600 -1.823 -19.144 0.44
H -11.203 -2.419 -17.605 0.32
H -12.706 -5.245 -20.802 0.54
H -12.309 -6.326 -19.376 -0.36
H -14.576 -6.811 -20.449 0.44
H -14.590 -6.382 -18.743 0.23
H -15.086 -5.248 -19.982 0.35
C -8.178 -13.799 -11.432 -1.29
C -8.032 -14.160 -12.926 0.60
N -6.686 -14.494 -13.411 1.34
C -6.698 -14.568 -14.898 0.00
C -5.336 -14.882 -15.538 -0.83
C -6.018 -15.586 -12.697 -0.99
C -4.678 -15.131 -12.110 -0.51
H -7.890 -14.639 -10.800 0.47
H -9.171 -13.496 -11.101 0.21
H -7.523 -12.941 -11.282 0.07
H -8.710 -15.005 -13.041 0.60
H -8.485 -13.340 -13.483 -1.25
H -7.488 -15.231 -15.252 0.66
H -6.968 -13.571 -15.244 -0.81
H -5.134 -15.950 -15.630 0.54
H -5.303 -14.470 -16.547 -0.08
H -4.512 -14.457 -14.965 0.01
H -5.830 -16.454 -13.329 0.33
H -6.689 -15.945 -11.916 0.58
H -4.110 -15.945 -11.660 0.52
H -4.974 -14.367 -11.391 0.05
H -4.020 -14.620 -12.812 -0.12
C 0.859 -13.563 -15.101 -0.93
C 0.439 -13.678 -16.570 -0.71
N -0.602 -14.620 -16.842 0.05
C -0.399 -16.029 -16.408 -0.47
C 0.877 -16.607 -17.113 -1.28
C -1.918 -14.149 -16.343 -0.12
C -2.331 -12.851 -17.033 -1.03
H 1.249 -14.510 -14.727 0.28
H 0.060 -13.212 -14.448 0.12
H 1.762 -12.951 -15.079 0.42
H 0.149 -12.743 -17.048 0.39
H 1.336 -14.005 -17.097 0.43
H -0.264 -16.031 -15.326 0.36
H -1.254 -16.623 -16.730 0.36
H 1.024 -17.648 -16.826 0.42
H 0.836 -16.542 -18.201 0.32
H 1.766 -16.059 -16.801 0.29
H -1.863 -14.000 -15.264 0.03
H -2.650 -14.942 -16.498 0.37
H -1.856 -12.018 -16.516 0.28
H -3.395 -12.615 -16.991 -0.23
H -2.142 -12.867 -18.107 0.67
C -7.939 -5.487 -14.909 -0.94
C -7.327 -6.013 -13.577 1.21
N -7.302 -5.064 -12.459 0.50
C -6.426 -3.952 -12.763 -0.29
C -6.718 -2.779 -11.871 -1.45
C -6.938 -5.764 -11.175 -0.28
C -8.124 -6.560 -10.609 -1.22
H -7.941 -6.386 -15.525 -0.14
H -7.328 -4.724 -15.392 0.69
H -9.007 -5.283 -14.828 0.09
H -7.986 -6.834 -13.296 -0.99
H -6.336 -6.426 -13.767 -0.10
H -5.411 -4.322 -12.621 0.29
H -6.488 -3.627 -13.802 0.32
H -7.785 -2.596 -11.745 0.28
H -6.326 -2.980 -10.874 0.36
H -6.214 -1.855 -12.156 0.44
H -6.732 -5.010 -10.415 0.52
H -6.013 -6.338 -11.216 0.02
H -8.994 -5.907 -10.545 0.42
H -8.009 -6.946 -9.596 0.57
H -8.442 -7.434 -11.176 -0.13
```

energy = -190970.7447 eV
HOMO level = -0.2427 Eh
orbital gap = 7.117 eV